Entry 1:
This record from the OMol25 dataset describes C47H53GeNO4PPdTe2 as an isolated structure at a distorted geometry. The level of theory is wB97M-V/def2-TZVPD.

Its total energy is -143154.1802 eV. The calculation puts the energy relative to the best compared isomer or geometry (same formula, charge and spin) at 109.44 kJ/mol. The calculation puts the highest occupied orbital energy at -4.1433 eV. The LUMO energy is 2.21 eV. The HOMO-LUMO gap is 6.35 eV.

The geometry in ORCA input format:
```
! wB97M-V def2-TZVPD RIJCOSX def2/J DEFGRID3
* xyz -1 1
Pd -0.6657 0.2168 0.4862
C 3.7943 -8.1690 0.8513
C 3.2362 -6.7710 0.8233
C 2.0095 -6.4972 0.2379
C 1.4846 -5.2092 0.1873
C 0.1336 -5.0336 -0.4495
C 2.2130 -4.1450 0.7457
Te 1.5310 -2.0687 0.8665
N 1.2795 0.5401 0.7904
C 1.9634 1.0001 -0.2336
O 1.5518 1.3512 -1.3724
C 3.4612 1.1344 0.0077
C 4.0433 0.7823 1.2235
C 5.4152 0.8817 1.4056
C 6.2246 1.3481 0.3761
C 5.6491 1.7159 -0.8336
C 4.2771 1.6062 -1.0151
C 1.2755 -1.8348 -1.2233
C 0.0249 -1.5893 -1.7622
C -0.1050 -1.2435 -3.0992
C 1.0283 -1.1448 -3.8894
C 2.2754 -1.4101 -3.3472
C 2.4291 -1.7584 -2.0085
C 3.7993 -2.0363 -1.4546
C 3.4635 -4.4055 1.3316
C 4.3578 -3.3568 1.9596
C 3.9472 -5.7121 1.3612
H 3.0402 -8.8990 0.5577
H 4.1516 -8.4303 1.8486
H 4.6386 -8.2656 0.1651
H 1.4371 -7.3107 -0.1971
H -0.1118 -5.9029 -1.0611
H 0.0961 -4.1511 -1.0836
H -0.6363 -4.9128 0.3148
H 3.3906 0.4420 2.0184
H 5.8557 0.6046 2.3569
H 7.2956 1.4323 0.5194
H 6.2737 2.0903 -1.6369
H 3.7983 1.8821 -1.9463
H -0.8479 -1.6538 -1.1258
H -1.0851 -1.0373 -3.5127
H 0.9437 -0.8520 -4.9285
H 3.1607 -1.3261 -3.9667
H 4.5443 -2.0182 -2.2495
H 3.8403 -3.0178 -0.9757
H 4.0852 -1.2796 -0.7200
H 4.1264 -2.3374 1.6624
H 5.3965 -3.5483 1.6862
H 4.2916 -3.4037 3.0491
H 4.9170 -5.8969 1.8148
C -3.9614 4.6672 3.3735
C -4.3310 4.3701 2.0682
C -3.4197 3.7835 1.1996
C -2.1167 3.4846 1.6024
C -1.7633 3.8016 2.9138
C -2.6713 4.3788 3.7937
Ge -0.7822 2.6473 0.3700
C 0.8702 3.6217 0.8244
C 1.4110 4.5574 -0.0531
C 2.5936 5.2232 0.2490
C 3.2532 4.9652 1.4413
C 2.7278 4.0324 2.3259
C 1.5530 3.3624 2.0140
C -1.3373 3.2881 -1.4232
C -1.0914 2.5100 -2.5549
C -1.4574 2.9515 -3.8207
C -2.0786 4.1837 -3.9798
C -2.3205 4.9760 -2.8658
C -1.9474 4.5304 -1.6025
H -4.6714 5.1228 4.0539
H -5.3348 4.5941 1.7238
H -3.7354 3.5429 0.1933
H -0.7579 3.6001 3.2637
H -2.3655 4.6083 4.8080
H 0.9212 4.7490 -1.0011
H 3.0078 5.9323 -0.4586
H 4.1827 5.4721 1.6722
H 3.2518 3.8030 3.2467
H 1.1910 2.5850 2.6770
H -0.5698 1.5677 -2.4311
H -1.2486 2.3341 -4.6876
H -2.3632 4.5293 -4.9670
H -2.7944 5.9444 -2.9794
H -2.1407 5.1634 -0.7430
Te -0.8829 -2.3395 2.0158
C -4.5394 -3.4327 -0.2126
C -3.4956 -2.3786 -0.5107
O -3.8546 -1.1999 0.2008
P -2.9412 0.1476 0.4193
O -3.8420 1.1630 -0.4756
C -3.9504 0.9918 -1.8888
C -5.3749 0.6163 -2.2387
O -3.4489 0.5999 1.8611
C -4.8163 0.5298 2.2809
C -5.0373 -0.6960 3.1422
H -4.3432 -4.3327 -0.7985
H -5.5385 -3.0677 -0.4541
H -4.5073 -3.6962 0.8452
H -3.4535 -2.1691 -1.5845
H -2.5215 -2.7290 -0.1654
H -3.2544 0.2218 -2.2381
H -3.6538 1.9305 -2.3559
H -5.6483 -0.3272 -1.7637
H -5.4859 0.5133 -3.3203
H -6.0609 1.3901 -1.8922
H -5.4771 0.5360 1.4119
H -4.9927 1.4448 2.8483
H -4.8046 -1.6003 2.5806
H -6.0795 -0.7425 3.4663
H -4.3987 -0.6571 4.0251
*
```

Entry 2:
This record from the OMol25 dataset describes an isolated molecule of C3H3NO2S at a distorted geometry. The level of theory is wB97M-V/def2-TZVPD.

Its total energy is -19577.0547 eV. The calculation puts the energy relative to the best compared isomer or geometry (same formula, charge and spin) at 359.07 kJ/mol. The calculation puts the highest occupied orbital energy (spin up / spin down) at -10.4600 / -10.4604 eV. The LUMO energy (spin up / spin down) is -1.50 / -1.50 eV. The HOMO-LUMO gap (spin up / spin down) is 8.96 / 8.96 eV. The SMILES is N#CCC=S(=O)=O.

The geometry in ORCA input format:
```
! wB97M-V def2-TZVPD RIJCOSX def2/J DEFGRID3
* xyz 0 1
N -2.7762 -0.1978 -0.4653
C -1.8204 0.0936 0.0884
C -0.5764 0.4146 0.7518
C 0.5057 -0.5477 0.3862
S 1.4012 -0.1452 -0.9543
O 2.4004 -1.0799 -1.3754
O 1.5788 1.2576 -1.1957
H -0.7414 0.3804 1.8340
H -0.2732 1.4284 0.4773
H 0.3015 -1.6039 0.4531
*
```

Entry 3:
This record from the OMol25 dataset describes an isolated molecule of C4H8N2O at a distorted geometry. The level of theory is wB97M-V/def2-TZVPD.

Its total energy is -9303.8619 eV. The calculation puts the energy relative to the best compared isomer or geometry (same formula, charge and spin) at 244.23 kJ/mol. The calculation puts the highest occupied orbital energy at -7.4953 eV. The LUMO energy is 0.83 eV. The HOMO-LUMO gap is 8.33 eV. The SMILES is [H]/N=C\C/C(N)=C\O.

The geometry in ORCA input format:
```
! wB97M-V def2-TZVPD RIJCOSX def2/J DEFGRID3
* xyz 0 1
H -2.1693 -0.4394 -1.2422
N -2.0958 0.5847 -1.2078
C -0.8529 0.9472 -1.1029
C 0.3305 -0.0275 -1.0874
C 0.7319 -0.0704 0.3623
N 1.7603 0.7477 0.7791
C -0.1200 -0.6605 1.2354
O -1.0645 -1.5758 0.8575
H -0.5866 2.0160 -1.1391
H 1.1401 0.3393 -1.7255
H -0.0056 -1.0060 -1.4433
H 2.4885 0.8976 0.0861
H 2.1019 0.5472 1.7151
H 0.0347 -0.6250 2.3080
H -1.6932 -1.6750 1.6047
*
```

Entry 4:
This record from the OMol25 dataset describes C38H23BrCl7N4O4SZr as an isolated structure at a distorted geometry. The level of theory is wB97M-V/def2-TZVPD.

Its total energy is -223745.4632 eV. The calculation puts the energy relative to the best compared isomer or geometry (same formula, charge and spin) at 69.72 kJ/mol. The calculation puts the highest occupied orbital energy at -10.5650 eV. The LUMO energy is -4.06 eV. The HOMO-LUMO gap is 6.50 eV.

The geometry in ORCA input format:
```
! wB97M-V def2-TZVPD RIJCOSX def2/J DEFGRID3
* xyz 1 1
Zr 1.4285 1.4874 1.0225
Br 3.1319 -5.2083 -1.4188
C 3.0759 -3.3924 -0.9135
C 3.4305 -2.4012 -1.8430
C 3.3711 -1.0722 -1.5017
C 2.9406 -0.6775 -0.2318
O 2.9382 0.6039 0.1034
C 2.5709 -1.6787 0.7007
C 2.1164 -1.3789 2.0268
N 1.8124 -0.1928 2.4573
C 1.4220 0.0647 3.8051
C 1.3169 -0.8686 4.8014
C 0.9293 -0.5097 6.1066
C 0.6468 0.7861 6.4153
C 0.7353 1.7793 5.4144
C 0.4491 3.1402 5.6647
C 0.5575 4.0564 4.6622
C 0.9487 3.6216 3.3897
N 1.2152 2.3626 3.1147
C 1.1258 1.4242 4.1123
C 2.6749 -3.0411 0.3396
H 3.7600 -2.6974 -2.8306
H 3.6486 -0.2949 -2.2034
H 2.0347 -2.2370 2.6859
H 1.5409 -1.9106 4.6068
H 0.8670 -1.2782 6.8666
H 0.3594 1.0711 7.4216
H 0.1523 3.4411 6.6637
H 0.3528 5.1041 4.8272
H 1.0624 4.3182 2.5761
H 2.3982 -3.8069 1.0574
Cl 3.3135 6.3784 -3.0904
C 2.5196 5.0133 -2.4201
C 1.6747 4.2298 -3.2078
Cl 1.4218 4.6171 -4.8618
C 1.0271 3.1306 -2.6497
Cl -0.0196 2.1204 -3.5809
C 1.2086 2.8175 -1.3146
O 0.5642 1.7819 -0.7153
C 2.0641 3.6011 -0.5237
O 2.1829 3.2621 0.7980
C 2.7174 4.6876 -1.0778
Cl 3.7713 5.6011 -0.0690
Cl -4.2494 0.0546 -5.8198
C -3.8424 -0.5677 -4.2612
C -3.1401 0.2195 -3.3655
C -2.8026 -0.3089 -2.1320
C -3.1481 -1.6081 -1.7606
C -2.7325 -2.1551 -0.4145
C -3.3170 -1.3209 0.7587
N -2.5057 -0.1400 1.0577
C -2.8191 1.1721 0.7517
C -1.7171 1.8953 1.0295
N -0.7447 1.0634 1.5699
C -1.2745 -0.1523 1.5833
O -1.3300 -2.2231 -0.2040
C -0.4008 -1.9550 -1.2659
C -0.4851 -2.8082 -2.4960
C -0.4990 -4.1704 -2.4982
Cl -0.3884 -5.1990 -1.1283
S -0.5953 -4.8250 -4.0790
C -0.6019 -3.2606 -4.7723
C -0.5463 -2.2885 -3.8264
C -3.8700 -2.3661 -2.6839
Cl -4.3723 -3.9928 -2.3384
C -4.2140 -1.8577 -3.9267
H -2.8536 1.2307 -3.6325
H -2.2162 0.3061 -1.4568
H -3.1322 -3.1552 -0.2973
H -3.3822 -1.9332 1.6552
H -4.3142 -0.9875 0.4916
H -3.7691 1.4529 0.3242
H -1.5496 2.9486 0.8898
H -0.7980 -1.0482 1.9353
H 0.5612 -2.1338 -0.7990
H -0.4482 -0.9010 -1.5487
H -0.6594 -3.1466 -5.8480
H -0.5387 -1.2250 -4.0473
H -4.7633 -2.4689 -4.6303
*
```